Molecular formula: C26H40BrN3OPtSSb
Method: DFT, wB97M-V/def2-TZVPD

The net charge is +1. The value obtained for the gap between HOMO and LUMO is 8.1 eV.

Geometry (Å):
Pt -0.593 0.535 -0.415
C -3.892 3.039 3.772
C -2.497 3.366 3.265
N -1.544 2.283 3.523
C -0.923 2.291 4.854
C 0.363 3.100 4.878
C -1.223 1.361 2.621
S -2.157 1.257 1.164
N -0.271 0.492 2.997
C 0.492 -0.252 2.243
O 0.653 -0.219 0.969
C 1.392 -1.209 2.946
C 1.989 -2.252 2.246
C 2.836 -3.136 2.893
C 3.105 -2.973 4.245
C 2.519 -1.930 4.948
C 1.663 -1.052 4.304
H -4.552 3.894 3.624
H -3.887 2.801 4.836
H -4.305 2.188 3.231
H -2.097 4.255 3.756
H -2.515 3.557 2.195
H -0.734 1.261 5.144
H -1.664 2.706 5.537
H 1.098 2.661 4.205
H 0.781 3.110 5.885
H 0.191 4.135 4.578
H 1.779 -2.368 1.193
H 3.289 -3.952 2.345
H 3.776 -3.656 4.750
H 2.729 -1.801 6.001
H 1.204 -0.234 4.840
C -0.826 -1.425 -4.640
C 0.526 -0.942 -4.120
C 0.821 0.485 -4.574
Sb 0.689 -1.061 -1.986
C 2.799 -0.788 -1.671
C 3.658 -1.362 -2.793
C 3.108 0.686 -1.425
C 0.326 -3.108 -1.459
C -1.161 -3.333 -1.194
C 0.879 -4.078 -2.497
H -0.782 -1.580 -5.720
H -1.600 -0.677 -4.454
H -1.151 -2.364 -4.190
H 1.313 -1.609 -4.480
H 0.073 1.182 -4.186
H 0.794 0.546 -5.664
H 1.801 0.835 -4.249
H 2.993 -1.337 -0.745
H 3.492 -0.836 -3.735
H 3.483 -2.424 -2.967
H 4.716 -1.245 -2.544
H 2.956 1.287 -2.325
H 4.155 0.797 -1.132
H 2.490 1.107 -0.631
H 0.870 -3.232 -0.520
H -1.748 -3.241 -2.111
H -1.558 -2.625 -0.463
H -1.325 -4.340 -0.805
H 0.380 -3.967 -3.461
H 0.713 -5.106 -2.164
H 1.950 -3.958 -2.657
Br -0.251 3.647 -1.274
C -1.746 2.742 -1.963
C -2.736 3.452 -2.621
C -3.815 2.762 -3.138
C -3.866 1.382 -2.992
C -2.849 0.752 -2.314
N -1.797 1.417 -1.799
H -2.645 4.524 -2.717
H -4.606 3.294 -3.648
H -4.682 0.798 -3.392
H -2.846 -0.317 -2.151

Here are the Mulliken charges for atoms 1 to 2, given in e: 1.99 -1.02

Molecular formula: C26H40F5NOP2TeV
Method: DFT, wB97M-V/def2-TZVPD

Its spin multiplicity is 2. As for the expectation value of S²: 0.817. The value obtained for the gap between HOMO and LUMO (alpha / beta) is 6.1 / 6.6 eV.

Geometry (Å):
V 1.101 -0.392 -0.328
C 2.127 -0.566 -3.688
C 1.228 0.664 -3.790
C 0.148 0.431 -4.840
P 0.591 1.037 -2.071
C 1.073 2.830 -1.879
C 0.441 3.748 -2.918
C 0.723 3.289 -0.469
C -1.226 1.031 -1.937
C -2.180 1.488 -2.833
C -3.538 1.392 -2.552
C -4.567 1.800 -3.559
C -3.930 0.880 -1.318
C -3.004 0.410 -0.414
C -1.641 0.432 -0.725
N -0.677 -0.057 0.116
C -0.923 -1.065 1.003
C -1.790 -2.148 0.764
C -1.936 -3.145 1.719
C -1.195 -3.132 2.890
C -1.297 -4.237 3.889
C -0.267 -2.104 3.096
C -0.111 -1.098 2.169
P 1.191 0.174 1.980
C 0.618 1.492 3.203
C -0.559 2.300 2.656
C 0.246 0.859 4.541
C 2.894 -0.231 2.659
C 3.039 -1.395 3.632
C 3.799 -0.449 1.443
H 2.593 -0.770 -4.651
H 1.538 -1.437 -3.409
H 2.909 -0.423 -2.936
H 1.844 1.532 -4.066
H -0.587 -0.281 -4.476
H 0.613 0.010 -5.729
H -0.349 1.354 -5.124
H 2.168 2.828 -1.995
H -0.642 3.723 -2.828
H 0.717 3.461 -3.929
H 0.772 4.773 -2.753
H -0.358 3.279 -0.338
H 1.084 4.301 -0.292
H 1.174 2.616 0.267
H -1.882 1.928 -3.771
H -4.141 2.434 -4.332
H -5.391 2.326 -3.082
H -4.976 0.911 -4.042
H -4.981 0.842 -1.072
H -3.320 0.026 0.547
H -2.356 -2.193 -0.158
H -2.607 -3.966 1.515
H -2.216 -4.799 3.752
H -1.261 -3.858 4.909
H -0.454 -4.913 3.746
H 0.367 -2.144 3.970
H 1.479 2.156 3.350
H -1.210 1.680 2.042
H -0.217 3.138 2.058
H -1.152 2.693 3.478
H -0.669 0.280 4.447
H 0.079 1.642 5.277
H 1.032 0.210 4.916
H 3.201 0.701 3.159
H 2.689 -2.317 3.177
H 2.507 -1.227 4.566
H 4.095 -1.523 3.871
H 3.589 -1.420 0.995
H 4.844 -0.433 1.742
H 3.646 0.329 0.680
F 1.702 -2.772 1.292
Te 0.577 -2.997 -0.581
F -0.980 -4.301 -1.202
F -0.459 -1.692 -1.964
F 1.523 -4.697 -0.232
F 1.137 -3.584 -2.353
O 1.951 -1.662 -0.879

Here are the Mulliken charges for atoms 1 to 2, given in e: -0.04 -1.81

Molecular formula: C26H40N4O6PPbS2
Method: DFT, wB97M-V/def2-TZVPD

The net charge is -1. The value obtained for the gap between HOMO and LUMO is 7.3 eV.

Geometry (Å):
Pb 0.936 -0.757 -0.761
N 3.584 -3.374 -4.236
C 3.134 -2.784 -3.079
S 3.040 -1.067 -3.078
N 2.839 -3.658 -2.136
N 2.312 -3.121 -1.011
C 2.189 -3.921 -0.026
C 1.667 -3.452 1.260
C 1.715 -4.286 2.373
C 1.283 -3.806 3.596
C 0.821 -2.504 3.684
C 0.792 -1.743 2.525
N 1.182 -2.209 1.347
H 4.082 -2.772 -4.866
H 3.879 -4.333 -4.156
H 2.513 -4.957 -0.117
H 2.104 -5.291 2.267
H 1.321 -4.437 4.476
H 0.491 -2.079 4.620
H 0.445 -0.718 2.532
C -3.695 0.562 4.578
O -3.984 -0.773 4.219
C -3.387 -1.254 3.094
C -3.691 -2.599 2.783
C -3.125 -3.148 1.669
C -2.240 -2.450 0.817
C -1.706 -3.116 -0.358
C -2.171 -4.529 -0.681
O -0.884 -2.624 -1.132
C -1.924 -1.086 1.137
O -1.134 -0.343 0.466
C -2.546 -0.525 2.298
H -4.253 0.763 5.489
H -4.010 1.260 3.798
H -2.628 0.703 4.767
H -4.354 -3.159 3.427
H -3.364 -4.179 1.443
H -3.254 -4.599 -0.783
H -1.861 -5.216 0.109
H -1.693 -4.824 -1.612
H -2.292 0.502 2.518
C 2.216 3.444 -2.343
C 0.753 3.205 -2.727
C 0.697 2.357 -3.999
P -0.094 2.302 -1.347
C -1.917 2.434 -1.736
C -2.347 3.631 -2.585
C -2.423 1.125 -2.351
C 0.142 3.441 0.102
C -0.236 4.907 -0.085
C -0.533 2.860 1.347
H 2.772 3.838 -3.198
H 2.691 2.505 -2.046
H 2.320 4.152 -1.521
H 0.269 4.168 -2.913
H 1.170 1.385 -3.836
H 1.232 2.857 -4.811
H -0.326 2.176 -4.336
H -2.377 2.522 -0.747
H -1.953 3.554 -3.601
H -2.008 4.581 -2.170
H -3.437 3.663 -2.662
H -1.963 0.935 -3.323
H -3.506 1.173 -2.502
H -2.203 0.280 -1.696
H 1.219 3.366 0.280
H -1.322 5.029 -0.135
H 0.196 5.343 -0.987
H 0.116 5.491 0.770
H -1.623 2.892 1.251
H -0.259 3.449 2.225
H -0.226 1.829 1.506
C 4.479 0.854 0.205
S 3.283 0.899 1.520
O 3.416 2.183 2.176
O 3.534 -0.261 2.354
O 1.978 0.791 0.800
H 5.475 0.896 0.644
H 4.315 1.717 -0.436
H 4.347 -0.073 -0.350

Here are the Mulliken charges for atoms 1 to 2, given in e: 1.54 -0.47

| no. | calculated total energy (eV) |
| --- | --- |
| 1 | -124787.410 |
| 2 | -96294.159 |
| 3 | -82067.780 |